Record 1
Formula: C7H8Si
Source: OMol25
Level of theory: ωB97M-V with the def2-TZVPD basis set

XYZ file:
```
16
Properties=species:S:1:pos:R:3:mulliken_charge:R:1
C -0.1179 2.2855 -1.6744 0.1512
C 0.4031 1.5010 -0.9014 -0.6037
Si 0.7204 0.3476 0.4630 0.3115
C -0.2230 0.9663 1.8855 -0.9155
C 1.0170 -1.3923 0.7100 -0.2304
C 1.9856 -2.1909 1.0655 -0.4286
H -0.4162 2.8973 -2.5760 0.3694
H 0.4637 1.0020 2.8453 0.2760
H -0.6912 1.9620 1.6754 0.3094
H -0.9985 0.3183 2.1898 0.3355
H 1.6972 -3.3073 1.1886 0.1765
H 3.0644 -2.0170 1.2080 0.2563
C -1.5262 -1.1556 -1.8630 -0.2497
C -1.7274 -0.1164 -2.3375 -0.4603
H -1.3771 -1.9547 -1.2064 0.4090
H -2.2736 0.8541 -2.6724 0.2934
```

Summary:
- highest occupied orbital energy (alpha / beta) (eV) = -7.81 / -7.81
- largest force on an atom (eV/Å) = 7.6
- SMILES = C#C[Si](C)=C=C.C#C
- Kohn-Sham gap (alpha / beta) (eV) = 7.602 / 7.601
- relative energy (zero: lowest compared OMol25 entry of this formula, charge and spin) (kcal/mol) = 33.9
- lowest unoccupied orbital energy (alpha / beta) (eV) = -0.2 / -0.2
- spin multiplicity = 1



Record 2
Formula: C2H4NO2S
Source: OMol25
Level of theory: ωB97M-V with the def2-TZVPD basis set

XYZ file:
```
10
Properties=species:S:1:pos:R:3:mulliken_charge:R:1
C -1.0287 -0.1541 0.0602 0.5647
C -0.6539 0.3771 1.1787 -1.0042
N -2.0289 -0.5512 -0.5733 -0.7006
O 2.2525 0.7731 -1.8040 -0.5664
O 2.0720 0.0927 0.5949 -0.5836
S 1.8162 -0.2240 -0.8389 0.4023
H 0.3078 -0.1267 -0.8497 0.1164
H 0.3280 0.7883 1.4668 0.3000
H -1.1663 0.2948 2.1343 0.2538
H -1.8987 -1.2700 -1.3692 0.2176
```

Summary:
- highest occupied orbital energy (alpha / beta) (eV) = -1.31 / -3.37
- charge = -1
- largest force on an atom (eV/Å) = 5.2
- Kohn-Sham gap (alpha / beta) (eV) = 5.286 / 5.722
- relative energy (zero: lowest compared OMol25 entry of this formula, charge and spin) (kcal/mol) = 30.1
- lowest unoccupied orbital energy (alpha / beta) (eV) = 4.0 / 2.3
- spin multiplicity = 3



Record 3
Formula: CHCl2N2O2
Source: OMol25
Level of theory: ωB97M-V with the def2-TZVPD basis set

XYZ file:
```
8
Properties=species:S:1:pos:R:3:mulliken_charge:R:1
C 0.3498 0.7014 0.3040 -0.0348
N -0.4840 -0.1338 0.7918 -0.4919
N -1.2120 -0.7578 -0.1059 1.0972
O -0.9289 -0.6236 -1.3019 -0.5721
O -2.1806 -1.3818 0.3764 -0.6002
Cl 2.7618 -0.5240 -0.7427 -0.7777
Cl 1.2572 1.6042 1.3489 -0.0817
H 0.4368 1.1154 -0.6706 0.4612
```

Summary:
- highest occupied orbital energy (eV) = -4.53
- charge = -1
- largest force on an atom (eV/Å) = 3.4
- Kohn-Sham gap (eV) = 7.127
- relative energy (zero: lowest compared OMol25 entry of this formula, charge and spin) (kcal/mol) = 13.4
- lowest unoccupied orbital energy (eV) = 2.6
- spin multiplicity = 1



Record 4
Formula: C20H20N2O7
Source: OMol25
Level of theory: ωB97M-V with the def2-TZVPD basis set

XYZ file:
```
49
Properties=species:S:1:pos:R:3:mulliken_charge:R:1
C -6.6887 0.0029 0.9904 -0.7584
O -5.5021 -0.7211 1.2395 -0.4835
C -4.3515 -0.4559 0.5765 0.1037
C -3.3090 -1.3162 0.9147 -0.6877
C -2.0451 -1.2306 0.3482 0.6100
O -1.0120 -2.0322 0.6923 -0.4277
C -1.2279 -3.0727 1.6172 -1.0693
C -1.8219 -0.2298 -0.6118 -0.5372
C -0.5499 -0.0155 -1.3224 0.6816
O -0.3012 0.9805 -1.9645 -0.7264
O 0.3087 -1.0401 -1.1997 -0.1654
C 1.5676 -0.8975 -1.8335 -0.9279
C 2.7184 -1.4887 -1.0194 0.8004
O 3.2753 -2.5063 -1.3695 -0.6646
N 3.1601 -0.7653 0.0481 0.0933
C 4.4993 -1.0101 0.5437 -0.7453
C 5.4148 0.1764 0.2524 0.4302
O 6.6027 0.0821 0.0608 -0.6416
N 4.7722 1.3788 0.2485 -0.1011
C 3.4356 1.5446 0.5999 0.7529
C 2.9316 2.7655 1.0244 -0.6221
C 1.6062 2.8643 1.4114 -0.8136
C 0.7943 1.7424 1.4195 -0.6558
C 1.2885 0.5203 0.9951 -0.7914
C 2.5908 0.4299 0.5309 -0.1265
C -2.8597 0.6465 -0.9322 -0.2404
C -4.1179 0.5652 -0.3681 1.1561
O -5.1411 1.4256 -0.6808 -0.4788
C -4.8982 2.4304 -1.6359 -0.9256
H -7.4382 -0.4558 1.6351 0.2981
H -6.5798 1.0574 1.2488 0.2607
H -7.0012 -0.0833 -0.0516 0.2829
H -3.5438 -2.0666 1.6512 0.5113
H -0.2748 -3.5938 1.6925 0.2706
H -1.9939 -3.7693 1.2654 0.3830
H -1.5102 -2.6846 2.6011 0.3794
H 1.7512 0.1682 -2.0278 0.4896
H 1.5435 -1.4421 -2.7844 0.3530
H 4.8937 -1.9018 0.0516 0.3900
H 4.4834 -1.1783 1.6275 0.2806
H 5.3472 2.2046 0.1396 0.2413
H 3.5785 3.6299 1.0494 0.3786
H 1.2143 3.8184 1.7281 0.3871
H -0.2278 1.8138 1.7577 0.4985
H 0.6752 -0.3653 1.0202 1.0037
H -2.6258 1.4045 -1.6617 0.6189
H -4.1083 3.1138 -1.3100 0.3450
H -5.8363 2.9768 -1.7228 0.2421
H -4.6335 2.0059 -2.6089 0.3477
```

Summary:
- highest occupied orbital energy (eV) = -8.21
- largest force on an atom (eV/Å) = 0.7
- SMILES = COc1cc(OC)c(C(=O)OCC(=O)N2CC(=O)Nc3ccccc32)cc1OC
- Kohn-Sham gap (eV) = 8.728
- relative energy (zero: lowest compared OMol25 entry of this formula, charge and spin) (kcal/mol) = 29.6
- lowest unoccupied orbital energy (eV) = 0.5
- spin multiplicity = 1



Record 5
Formula: C3H8Br2N
Source: OMol25
Level of theory: ωB97M-V with the def2-TZVPD basis set

XYZ file:
```
14
Properties=species:S:1:pos:R:3:mulliken_charge:R:1
C -1.2727 -0.6013 -0.6379 -0.9694
C -0.2481 0.5422 1.2451 -0.8643
C 1.5827 -0.0417 -0.7013 -0.1340
N -0.2798 0.4068 -0.2062 -0.2152
Br 2.6632 1.3976 -0.2578 0.1040
Br 1.7900 -1.7060 0.2390 0.0579
H -1.3301 -1.5177 -0.1580 0.4619
H -2.3260 -0.1107 -0.6073 0.3643
H -1.0847 -0.9611 -1.6826 0.3365
H 0.5812 0.0091 1.8378 0.2978
H -0.2325 1.5015 1.6799 0.3931
H -1.0887 -0.0518 1.5896 0.3647
H 1.5646 -0.2304 -1.8214 0.4267
H -0.3191 1.3635 -0.5187 0.3761
```

Summary:
- highest occupied orbital energy (eV) = -15.19
- charge = +1
- largest force on an atom (eV/Å) = 4.6
- Kohn-Sham gap (eV) = 10.425
- relative energy (zero: lowest compared OMol25 entry of this formula, charge and spin) (kcal/mol) = 58.4
- lowest unoccupied orbital energy (eV) = -4.8
- spin multiplicity = 1



Record 6
Formula: C29H61N2O29
Source: OMol25
Level of theory: ωB97M-V with the def2-TZVPD basis set

XYZ file:
```
121
Properties=species:S:1:pos:R:3:mulliken_charge:R:1
C -20.3841 -13.6439 17.2446 -1.2576
C -19.4305 -13.0741 18.2899 2.2667
C -20.1558 -11.9591 19.1266 0.1047
O -18.6864 -13.9862 18.9482 -0.3030
H -21.2880 -13.9485 17.7722 -0.0749
H -20.0059 -14.4654 16.6363 0.2911
H -20.6160 -12.8091 16.5832 0.4397
H -18.7965 -12.4293 17.6813 -0.9839
H -20.5336 -11.2427 18.3971 -0.2124
H -19.4699 -11.4183 19.7787 -0.5187
H -20.9668 -12.3855 19.7170 0.1595
C -20.9431 -17.4128 17.9061 -0.4530
O -20.0580 -18.4572 18.2341 -0.3927
C -19.1326 -18.3525 19.1652 0.7245
O -18.8615 -17.3679 19.7837 -0.3292
O -18.6010 -19.5842 19.2494 -0.4282
C -17.6862 -19.7859 20.2796 -0.2610
H -20.5216 -16.4087 17.8595 0.0584
H -21.7539 -17.4345 18.6343 0.2719
H -21.4209 -17.6377 16.9526 0.3080
H -17.9855 -19.2621 21.1874 0.2025
H -16.8309 -19.2124 19.9220 -0.0536
H -17.3951 -20.8314 20.3807 0.3132
C -21.7323 -15.0001 14.0884 -0.4139
O -21.8970 -14.1434 12.9099 -0.3580
C -20.8680 -13.5774 12.2603 0.8402
O -19.7045 -13.8270 12.3409 -0.5796
O -21.4202 -12.7529 11.3672 -0.3554
C -20.5829 -11.9146 10.4624 -0.4991
H -21.6077 -16.0084 13.6933 0.3451
H -22.4475 -14.8347 14.8941 0.2846
H -20.7993 -14.7212 14.5782 0.0817
H -19.7312 -12.4553 10.0496 0.2987
H -20.1797 -11.0677 11.0176 0.1523
H -21.1959 -11.5612 9.6333 0.2532
C -18.0164 -11.3313 14.8641 -0.4047
O -17.2233 -10.5371 14.0060 -0.3459
C -17.8120 -9.5731 13.3444 0.7860
O -19.0590 -9.4071 13.1592 -0.5920
O -16.9284 -8.8066 12.6711 -0.3763
C -17.4865 -7.7367 11.8343 -0.6937
H -18.9094 -11.8407 14.5017 0.3366
H -18.3416 -10.6382 15.6399 0.1286
H -17.4571 -12.1707 15.2773 0.2280
H -18.4517 -7.3390 12.1476 0.3035
H -17.7051 -7.9423 10.7864 0.2917
H -16.7514 -6.9331 11.8793 0.2974
C -20.9600 -18.0625 22.7161 -0.4173
O -22.0771 -17.3441 22.1815 -0.3560
C -21.7893 -16.1353 21.5565 0.6409
O -20.6693 -15.6171 21.3651 -0.3642
O -22.9402 -15.7008 20.9529 -0.3604
C -22.9974 -14.9903 19.7966 0.0480
H -21.3405 -18.8098 23.4125 0.2950
H -20.2956 -17.4199 23.2937 0.2861
H -20.3846 -18.4450 21.8730 0.0397
H -24.0769 -14.9425 19.6534 0.3034
H -22.4944 -15.3647 18.9051 -0.0231
H -22.6833 -13.9615 19.9727 -0.0286
C -14.1117 -18.2323 20.2296 -0.7890
O -14.4685 -17.7465 18.9786 -0.4073
C -15.3700 -16.8734 18.8516 0.8776
O -15.9250 -16.3229 19.7997 -0.4940
O -15.5986 -16.7527 17.5520 -0.4479
C -16.3566 -15.7145 17.0119 0.1925
H -14.6933 -18.1338 21.1462 0.3302
H -13.1736 -17.7181 20.4385 0.3368
H -13.9865 -19.3145 20.1936 0.3198
H -16.2299 -15.7383 15.9296 0.2818
H -15.8640 -14.8002 17.3429 -0.3446
H -17.3855 -15.7783 17.3660 0.0426
C -24.0314 -10.0033 18.9742 -0.2719
O -25.1972 -10.3218 19.6485 -0.3278
C -25.1738 -10.5945 20.9272 0.7663
O -24.2277 -11.0086 21.5595 -0.5136
O -26.4186 -10.3931 21.3224 -0.3565
C -26.7191 -10.2631 22.6878 -0.6445
H -23.1016 -10.1983 19.5086 -0.0462
H -24.1321 -8.9218 18.8836 0.2842
H -23.9448 -10.6171 18.0775 0.3126
H -27.7957 -10.1521 22.8166 0.2211
H -26.1957 -9.3866 23.0698 0.2900
H -26.4557 -11.2083 23.1625 0.2943
C -15.9704 -12.0418 17.6140 0.0312
O -14.7487 -12.4509 18.2172 -0.4411
C -14.5845 -13.0307 19.5359 0.8564
O -15.5347 -13.3108 20.3260 -0.4157
O -13.3265 -13.1376 19.7955 -0.3531
C -12.9069 -13.3262 21.1752 -0.7432
H -16.6986 -11.6510 18.3247 0.0223
H -16.3709 -12.8951 17.0665 0.0116
H -15.7455 -11.2215 16.9324 0.2324
H -13.1776 -12.4308 21.7347 0.3079
H -11.8577 -13.5927 21.3032 0.2774
H -13.5842 -13.9827 21.7215 0.2998
C -16.0334 -9.3685 20.3418 -0.8093
O -16.6658 -10.5702 20.5922 0.2596
C -17.4810 -10.8743 21.6211 0.7631
O -17.9056 -12.0137 21.8917 -0.5759
O -17.4232 -9.9211 22.5506 -0.4339
C -18.1942 -9.9848 23.7748 -0.7361
H -16.7679 -8.6454 19.9873 0.2594
H -15.3919 -9.5790 19.4861 0.2282
H -15.4495 -8.9195 21.1452 0.3320
H -19.1567 -9.4775 23.7088 0.2016
H -17.5320 -9.5728 24.5363 0.2695
H -18.2616 -11.0360 24.0552 0.3468
C -21.6423 -7.4044 20.3710 -0.8831
N -20.9352 -8.6112 20.6881 1.0042
O -21.4825 -9.5372 21.2528 -0.5243
O -19.7946 -8.6804 20.3641 -0.4788
H -22.3001 -7.1381 21.1983 0.3176
H -22.2919 -7.6148 19.5215 0.2253
H -20.9031 -6.6249 20.1864 0.3260
C -20.9478 -9.1313 16.6397 -0.2702
N -21.3308 -8.5372 15.3813 1.0510
O -20.8261 -7.4771 14.9900 -0.5564
O -22.1686 -9.1974 14.7959 -0.5741
H -21.6203 -9.0545 17.4940 0.1609
H -20.0339 -8.5792 16.8591 0.3437
H -20.6011 -10.1321 16.3822 -0.1832
```

Summary:
- highest occupied orbital energy (alpha / beta) (eV) = -9.80 / -9.35
- largest force on an atom (eV/Å) = 6.4
- Kohn-Sham gap (alpha / beta) (eV) = 9.741 / 8.513
- lowest unoccupied orbital energy (alpha / beta) (eV) = -0.1 / -0.8
- spin multiplicity = 2



Which of these has the highest spin multiplicity?
C2H4NO2S



Which of these has the lowest largest force on an atom?
C20H20N2O7